Record 1
15
Properties=species:S:1:pos:R:3:forces:R:3 method="wB97M-V/def2-TZVPD" spin_multiplicity=1 orbital_gap_ev=6.77 total_charge=-1 smiles=NC[C@@H](N)C[S-]
N -2.331899 -0.339736 -0.231909 2.3 0.6 -1.4
C -0.992229 -0.681589 0.445432 -0.5 2.0 0.8
C 0.261983 0.147190 -0.018370 -1.0 1.9 2.5
N 0.796124 0.922570 1.234536 0.0 -0.8 -0.8
C 1.432491 -0.594002 -0.782320 0.2 3.8 3.6
S 2.505311 0.755726 -1.481286 -0.1 -1.0 0.0
H -2.424341 0.714167 -0.068675 0.2 -1.9 -0.5
H -2.068111 -0.427804 -1.268894 -0.9 0.4 1.7
H -1.210408 -0.550789 1.516753 0.4 0.6 -0.2
H -0.694621 -1.682435 0.458581 -0.3 -2.1 -0.9
H -0.175555 1.049644 -0.475989 0.3 -0.9 -1.5
H 0.407329 1.866624 1.197670 -0.5 -0.3 0.2
H 1.694847 1.177547 0.860108 1.2 -0.1 0.0
H 0.865813 -1.155696 -1.400030 -1.0 -2.3 -2.7
H 1.933266 -1.201418 0.014394 -0.2 0.2 -0.8

Record 2
15
Properties=species:S:1:pos:R:3:forces:R:3 method="wB97M-V/def2-TZVPD" spin_multiplicity=2 orbital_gap_ev="10.20 / 7.00" total_charge=0
C 1.027110 0.260358 0.497945 0.1 -2.0 -0.1
C 2.193412 -0.336141 -0.350309 -0.8 0.9 -0.2
S 3.668521 -0.089432 0.657031 -0.1 -0.6 -0.5
N -0.166149 0.403158 -0.356488 0.8 0.0 0.5
C -1.336705 -0.183686 0.214589 -2.3 0.2 1.2
N -2.537430 0.165672 -0.555749 -0.1 0.3 0.1
H 1.369370 1.245887 0.787768 -0.1 0.0 0.8
H 0.865544 -0.487231 1.359102 0.0 1.6 -0.9
H 1.893748 -1.333529 -0.738478 0.7 0.4 0.5
H 2.201326 0.370051 -1.198425 0.4 -0.4 0.1
H -0.265772 1.407615 -0.455830 -0.7 -0.2 -0.3
H -1.275039 -1.272115 0.335684 0.7 0.0 -0.2
H -1.607456 0.182396 1.259347 0.6 -0.2 -0.8
H -2.643384 -0.324694 -1.431150 0.4 -0.2 -0.1
H -3.387094 -0.008302 -0.025035 0.3 0.1 0.0

Record 3
15
Properties=species:S:1:pos:R:3:forces:R:3 method="wB97M-V/def2-TZVPD" spin_multiplicity=1 orbital_gap_ev=10.17 total_charge=+1 smiles="C[C@H](S)C(N)=[NH2+]"
C 0.821622 -0.651364 -1.351178 -0.5 5.9 -0.6
C 0.864581 0.261260 -0.044777 -2.8 -0.2 -0.1
S 1.883187 -0.440351 1.236974 1.2 -1.2 0.1
C -0.704770 0.349386 0.516173 1.8 1.7 -1.5
N -1.394748 1.436088 0.181863 -0.4 0.7 0.5
N -1.307055 -0.569296 1.185109 -1.2 -3.6 1.1
H 1.799796 -0.600458 -1.714448 1.8 -1.0 -0.3
H 0.360888 -1.570209 -1.280624 -0.8 -1.9 0.3
H 0.387766 0.048439 -2.161209 -0.2 -1.4 1.1
H 1.099990 1.365392 -0.219096 0.0 -1.7 -0.1
H 2.674073 -1.372401 0.509744 -1.2 1.3 0.6
H -0.900819 2.309535 -0.093241 -0.8 -1.1 0.2
H -2.405107 1.476669 0.480509 1.7 0.4 -0.6
H -0.835385 -1.537092 1.262418 -1.0 2.2 0.1
H -2.344021 -0.505595 1.491777 2.5 -0.1 -0.8

Record 4
16
Properties=species:S:1:pos:R:3:forces:R:3 method="wB97M-V/def2-TZVPD" spin_multiplicity=1 orbital_gap_ev=8.84 total_charge=+1 smiles="C=C[C@@](N)([NH3+])SS"
C -2.010480 -0.367913 -0.845465 3.4 -0.2 -2.2
C -0.658145 -0.649509 -0.843531 -3.7 -3.4 -1.1
C 0.270773 -0.052672 0.049397 1.4 1.9 1.6
N 1.412921 -0.729857 0.154364 1.2 0.8 -0.4
N 0.448990 1.602835 -0.698073 2.2 1.8 2.3
S -0.255827 0.410226 1.754408 -0.7 2.2 -1.0
S -0.071081 -1.403822 2.445760 -0.3 -1.9 2.0
H -2.773224 -0.737926 -1.538123 0.5 -0.5 0.6
H -2.152907 0.619628 -0.527864 -1.1 1.1 1.3
H -0.202403 -1.608297 -1.253379 -1.1 1.2 0.0
H 1.549391 -1.393229 -0.572130 1.0 -0.6 -0.2
H 2.137289 -0.481788 0.845792 -0.7 -0.5 -0.8
H -0.026313 2.280248 -0.001948 0.7 -1.1 -1.9
H 1.470760 1.947038 -0.796753 -1.9 -0.9 0.6
H 0.116111 1.641527 -1.641395 -1.0 0.1 -0.5
H 0.744145 -1.076489 3.468941 0.1 -0.2 -0.2

Record 5
16
Properties=species:S:1:pos:R:3:forces:R:3 method="wB97M-V/def2-TZVPD" spin_multiplicity=1 orbital_gap_ev=10.01 total_charge=+1 smiles=[SiH3]c1[nH]cc[n+]1[SiH3]
Si 2.159652 0.976852 0.044410 1.4 -3.3 0.3
C 0.696064 -0.194823 0.184638 -5.7 1.2 -1.0
N 0.771916 -1.493251 0.063230 2.6 -2.1 1.0
C -0.460181 -2.130774 0.052189 0.9 -3.1 -0.7
C -1.388298 -1.183333 0.029263 -2.0 -0.5 -1.0
N -0.832157 0.044189 0.050286 4.1 -1.2 1.6
Si -1.672712 1.594855 0.029435 0.6 0.4 -1.3
H 2.745827 0.822573 1.468584 0.0 0.2 -1.4
H 1.781204 2.250180 -0.305234 -0.6 1.9 -0.6
H 2.690356 0.065780 -1.178222 0.1 1.4 1.5
H 1.754997 -1.994926 0.123491 -2.9 1.2 -0.3
H -0.620399 -3.251587 -0.090360 0.6 1.9 0.4
H -2.455706 -1.435302 -0.203424 1.1 0.8 0.6
H -1.685523 1.757297 -1.398895 -0.6 0.3 -0.7
H -0.555019 2.322847 0.455195 0.9 1.3 0.9
H -2.930028 1.849416 0.675414 -0.5 -0.4 0.5

Record 6
15
Properties=species:S:1:pos:R:3:forces:R:3 method="wB97M-V/def2-TZVPD" spin_multiplicity=1 orbital_gap_ev=11.17 total_charge=0 smiles="[H]/N=C/N.C=NC"
H -2.942266 5.286641 -2.215322 0.9 0.1 0.0
N -2.889121 4.740838 -1.353503 -1.5 0.3 0.3
C -3.546096 5.418401 -0.485871 0.1 -0.9 -2.6
N -3.958757 4.909448 0.742594 2.0 0.7 2.3
H -3.738552 6.479521 -0.699466 -0.5 -0.2 0.4
H -3.003186 4.833055 1.140488 -0.8 0.2 0.9
H -4.299257 3.970899 0.912341 -0.2 -0.1 -1.3
C 4.154348 -4.783188 -0.328244 0.2 -2.3 -0.6
N 3.419703 -5.010440 0.678115 0.2 2.1 -0.7
C 2.269597 -4.097004 0.823169 -1.4 -2.8 -0.5
H 4.922995 -5.538961 -0.553163 0.1 0.4 0.4
H 3.963529 -4.170786 -1.210288 -0.3 0.9 0.5
H 2.177518 -3.852840 1.872274 0.0 0.8 0.0
H 2.037050 -3.364284 0.035818 0.9 0.4 0.5
H 1.432495 -4.821301 0.641058 0.2 0.5 0.5

Record 7
15
Properties=species:S:1:pos:R:3:forces:R:3 method="wB97M-V/def2-TZVPD" spin_multiplicity=1 orbital_gap_ev="8.66 / 8.66" total_charge=0
C -1.137748 0.964525 -0.315764 1.2 0.2 0.5
C 0.202116 0.935410 0.673408 0.7 -0.5 -0.4
C 1.789198 -0.737792 -0.372147 -3.6 0.2 1.2
N -1.691756 -0.319441 -0.134260 -3.5 2.5 1.1
N -0.808129 -1.225503 -0.362996 2.3 -0.2 0.6
N 0.709296 -0.393105 0.644045 0.3 -1.0 -1.0
H -1.839786 1.731222 -0.002337 0.0 0.2 -0.4
H -0.731473 1.065720 -1.351378 -0.4 0.1 0.9
H 0.896386 1.714955 0.311016 -0.1 -0.4 -0.3
H 0.155793 1.102531 1.753901 -1.4 0.7 -0.2
H 2.605428 -0.089027 -0.420857 1.0 1.6 -0.1
H 2.161710 -1.629813 0.071793 0.3 -1.3 -0.7
H 1.150694 -0.761184 -1.271575 1.3 -0.7 -0.4
H -2.370773 -0.267632 0.704422 1.7 -1.0 -1.3
H -1.090963 -2.090869 0.072732 0.2 -0.4 0.5

Record 8
16
Properties=species:S:1:pos:R:3:forces:R:3 method="wB97M-V/def2-TZVPD" spin_multiplicity=1 orbital_gap_ev=8.71 total_charge=0
C -1.567353 0.946343 -0.208706 1.3 1.1 -0.8
C -1.431995 -0.464683 -0.178919 2.5 -0.9 0.2
N -1.858028 -1.314927 0.658068 -0.6 -0.1 0.3
H -1.335379 -2.190197 0.667096 -0.1 0.1 -0.3
H -0.443646 -0.763085 -0.778983 -1.6 -0.1 0.1
H -0.094985 1.243827 -0.354811 -2.3 -0.3 0.9
H -1.849597 1.356824 -1.174390 -0.2 0.0 -0.1
H -2.116823 1.380050 0.619322 0.1 0.1 0.1
N 1.468691 -0.396270 1.637656 0.1 -0.1 -0.1
C 1.325610 -0.342517 -0.726797 1.9 2.0 0.4
O 1.662498 -1.044416 0.374808 -0.8 0.0 -0.1
N 1.158640 0.968871 -0.678111 0.5 -1.6 -0.1
H 0.478551 -0.512742 1.862573 0.0 0.0 -0.2
H 1.637863 0.596391 1.468620 -0.1 -0.1 0.0
H 1.297387 1.413316 -1.577057 -0.2 -0.2 -0.2
H 1.668566 -0.876785 -1.610371 -0.4 -0.1 0.0

Record 9
16
Properties=species:S:1:pos:R:3:forces:R:3 method="wB97M-V/def2-TZVPD" spin_multiplicity=1 orbital_gap_ev=10.36 total_charge=0 smiles="CC(=O)NN.C=N"
C -0.209188 -1.876349 -0.175279 -0.3 0.0 0.2
C 0.410448 -0.617421 -0.717198 0.5 0.2 0.1
O -0.068138 0.020070 -1.650009 0.6 -0.2 0.7
N 1.585749 -0.251118 -0.074341 -1.1 -0.2 -0.8
N 2.205452 0.970742 -0.419779 0.3 0.0 -0.3
H -1.291637 -1.838746 -0.325807 0.3 0.0 -0.1
H -0.018653 -1.975112 0.897241 0.0 -0.1 -0.1
H 0.204872 -2.739808 -0.701480 -0.1 0.1 0.0
H 1.877203 -0.727827 0.777500 -0.2 0.6 -0.4
H 1.539400 1.484208 -1.014765 0.0 -0.4 0.5
H 2.975499 0.757358 -1.060558 -0.2 0.0 0.2
C -1.470457 1.504161 0.948002 -1.1 -0.6 0.1
N -2.464199 0.767744 1.307101 1.2 0.9 -0.5
H -1.501313 2.120810 0.034849 0.2 -0.2 0.3
H -0.546138 1.526922 1.546137 -0.4 -0.1 -0.2
H -3.228901 0.874365 0.628387 0.2 0.0 0.2

Record 10
16
Properties=species:S:1:pos:R:3:forces:R:3 method="wB97M-V/def2-TZVPD" spin_multiplicity=3 orbital_gap_ev="7.23 / 7.21" total_charge=0
C 1.914039 1.485647 1.157985 -3.6 -2.5 -1.5
C -2.522328 -2.662633 -0.680144 -3.3 -0.3 0.8
C 1.082087 1.493114 -0.193077 1.4 1.0 0.7
N -0.231197 -2.282829 -0.206525 6.7 0.7 1.5
N -1.352127 -2.347592 -0.384996 -2.7 -0.4 -1.0
N -0.305384 1.290719 0.028212 -0.9 -0.5 2.5
O -0.802634 0.419295 -0.911970 0.3 -1.8 -2.1
H 1.981998 0.413631 1.503713 -0.5 1.2 0.2
H 2.863795 1.752103 0.976452 3.4 1.3 -0.7
H 1.442927 2.197027 1.790452 -0.3 0.2 1.1
H -2.966332 -2.179112 -1.540640 -0.6 -0.2 -0.3
H -0.386514 0.773769 0.919308 -0.1 0.4 -0.3
H -3.123151 -3.185189 0.112083 0.0 0.1 -1.0
H 1.131233 2.531921 -0.653961 0.8 -1.7 -0.2
H 1.346265 0.568621 -0.753361 1.0 1.2 -0.4
H -0.072676 -0.268491 -1.163530 -1.6 1.4 0.8

Record 11
16
Properties=species:S:1:pos:R:3:forces:R:3 method="wB97M-V/def2-TZVPD" spin_multiplicity=1 orbital_gap_ev=11.57 total_charge=+2 smiles="NC(=[NH2+])[C@@H]1O[C@H]1[NH3+]"
N -2.038417 -1.097786 0.121882 0.7 1.5 -0.8
C -1.384723 0.078014 0.130435 -1.1 0.1 -0.4
N -1.889967 1.247377 -0.289789 2.9 -2.6 1.7
C 0.017114 0.073458 0.638674 1.9 0.5 -0.2
O 0.699687 1.300623 0.443174 1.4 -0.9 0.0
C 1.234607 0.216334 -0.306654 -4.6 0.5 0.2
N 2.564689 -0.363720 -0.085163 -1.0 0.4 0.5
H -1.498325 -1.941141 0.335893 -0.6 0.3 -0.1
H -2.932142 -1.190819 -0.385344 0.5 -0.1 0.6
H -1.613637 2.170766 -0.065589 1.5 0.7 0.6
H -2.703764 1.296801 -0.751498 -4.0 -0.4 -2.0
H 0.230827 -0.432388 1.560691 -0.3 -0.1 0.6
H 0.802298 0.190647 -1.299413 1.3 0.1 -0.6
H 2.898392 -0.018940 0.823717 0.8 0.3 -0.3
H 3.149657 -0.157460 -0.912352 0.4 0.0 0.6
H 2.463708 -1.371759 0.041341 0.2 -0.4 -0.3

Record 12
19
Properties=species:S:1:pos:R:3:forces:R:3 method="wB97M-V/def2-TZVPD" spin_multiplicity=1 orbital_gap_ev=9.49 total_charge=0 smiles="CN1NCS[C@H]1S(N)(=O)=O"
C -1.431027 -1.537829 -0.364857 -0.7 1.1 0.0
N -0.293346 -0.822740 0.180921 0.2 -2.1 0.6
N -0.592862 -0.149130 1.360765 -1.2 -0.5 0.6
C -1.084700 1.146330 1.011953 1.1 1.7 1.2
S -0.000444 1.660392 -0.350930 0.3 1.1 -0.7
C 0.645653 -0.074531 -0.587683 -2.1 1.0 0.0
S 2.276934 -0.243870 0.167401 -2.3 3.4 1.4
N 2.985421 1.050129 -0.621709 0.0 -0.4 1.9
O 2.091491 0.073486 1.591980 1.1 -0.3 -2.2
O 2.795588 -1.471638 -0.236293 1.7 -2.1 -0.8
H -2.292616 -1.566788 0.343501 1.0 0.2 -0.3
H -1.743828 -0.953351 -1.207704 -0.7 0.0 -1.0
H -1.238859 -2.546258 -0.657911 0.5 -0.6 -0.2
H 0.283424 -0.129190 1.822090 0.5 0.5 1.1
H -2.065219 1.139722 0.672427 -1.9 -0.7 -1.1
H -1.200217 1.944973 1.814675 1.1 -1.2 -0.5
H 0.620020 -0.168075 -1.700680 0.3 -0.7 1.0
H 2.310592 1.815298 -0.609077 0.3 0.1 0.2
H 3.243162 0.807207 -1.540472 0.5 -0.5 -1.2

Record 13
18
Properties=species:S:1:pos:R:3:forces:R:3 method="wB97M-V/def2-TZVPD" spin_multiplicity=1 orbital_gap_ev=10.27 total_charge=0 smiles="NC(=O)NO.CC(N)=O"
N -1.936178 -0.247002 1.227299 -0.1 -0.5 -0.5
C -0.705874 0.237748 1.551646 0.3 -0.7 1.8
O -0.547746 1.351712 2.027930 0.5 0.1 -0.7
N 0.317398 -0.709114 1.526171 -0.8 0.5 -0.4
O 0.071299 -2.004390 1.035190 0.8 0.8 0.2
H -2.713408 0.315291 1.542743 0.2 -0.2 0.0
H -2.008906 -1.257128 1.215385 -0.3 0.3 -0.1
H 1.240474 -0.490097 1.883483 -0.4 -0.1 -0.1
H 0.650604 -2.015617 0.232982 -0.5 -0.1 0.0
C 1.430613 1.271420 -1.170341 0.1 0.0 0.5
C 0.761383 -0.068093 -1.289777 -1.1 -0.1 -1.1
N -0.564522 -0.006769 -1.690242 1.3 -0.3 0.4
O 1.342732 -1.146947 -1.179611 -0.2 0.5 0.1
H 1.643464 1.663991 -2.167316 0.0 -0.1 0.1
H 2.356471 1.163149 -0.599296 -0.1 0.1 -0.2
H 0.776255 1.977748 -0.651690 0.1 0.0 0.0
H -1.083567 0.861745 -1.683777 0.1 -0.4 0.1
H -1.030492 -0.897645 -1.810779 -0.1 0.4 0.1

Record 14
16
Properties=species:S:1:pos:R:3:forces:R:3 method="wB97M-V/def2-TZVPD" spin_multiplicity=1 orbital_gap_ev="6.83 / 4.40" total_charge=+1
C 1.116032 -0.192940 -2.045560 -2.3 -0.8 -1.1
C 0.954292 0.375786 -0.666598 -0.2 -2.2 -1.0
N 1.183411 -0.622837 0.351358 0.7 2.4 -1.8
N -0.393685 0.930308 -0.752518 0.1 0.5 2.8
C -1.354259 0.724388 0.065698 -1.0 -0.4 -1.3
N -1.399164 -0.303665 0.995403 0.4 1.7 -2.4
P -1.996501 -0.384963 2.423922 -0.6 2.2 1.9
H 2.120032 -0.459303 -2.248707 1.1 0.4 -0.6
H 0.564970 0.569518 -2.711991 1.4 -1.3 0.3
H 0.582803 -1.202965 -2.161127 0.3 1.5 0.4
H 1.544295 1.251287 -0.601234 1.0 0.7 0.6
H 0.517349 -1.332493 0.293505 -0.5 -1.5 0.5
H 1.709287 -0.381291 1.156462 0.0 -0.1 0.8
H -2.185669 1.402147 -0.188518 -0.4 -0.7 0.8
H -1.784390 0.965816 3.126915 -0.4 -1.9 -0.7
H -1.178802 -1.338792 2.962989 0.3 -0.6 0.9

Record 15
16
Properties=species:S:1:pos:R:3:forces:R:3 method="wB97M-V/def2-TZVPD" spin_multiplicity=1 orbital_gap_ev=8.62 total_charge=0 smiles="NC[C@H](N)C(N)=S"
N -1.542963 -0.751654 0.054613 0.4 -1.6 1.1
C -0.655682 -0.004102 0.950228 -0.3 -0.1 1.2
C 0.430069 0.774280 0.254124 0.4 1.6 0.7
N -0.014795 1.548169 -0.895565 -1.4 0.3 -0.6
C 1.557399 -0.140307 -0.143147 1.1 -0.3 -0.2
N 1.156459 -1.195755 -0.873319 -1.1 1.2 0.5
S 3.146663 0.093509 0.279084 -0.7 0.0 -0.1
H -2.294056 -0.197179 -0.326309 -0.1 0.0 0.2
H -1.909525 -1.525378 0.652043 -0.1 0.9 -1.2
H -0.159460 -0.687649 1.686502 -0.5 0.3 -0.7
H -1.230647 0.700176 1.558050 0.0 0.1 0.1
H 0.807193 1.531507 0.997951 0.0 -0.9 -0.7
H -0.479294 0.920559 -1.561960 0.4 0.2 0.1
H -0.768768 2.228607 -0.646969 1.0 -0.7 0.0
H 0.162163 -1.386827 -0.914661 -0.1 -0.1 -0.1
H 1.795244 -1.907962 -1.070669 1.1 -1.0 -0.3